# 1
{"formula": "C17H40CuN4O6", "method": "wB97M-V/def2-TZVPD", "elements": ["Cu", "C", "C", "C", "O", "H", "H", "H", "H", "H", "H", "H", "C", "C", "C", "O", "H", "H", "H", "H", "H", "H", "H", "C", "C", "O", "N", "C", "H", "H", "H", "H", "H", "H", "H", "C", "C", "O", "N", "C", "H", "H", "H", "H", "H", "H", "H", "C", "C", "O", "N", "C", "H", "H", "H", "H", "H", "H", "H", "O", "C", "N", "C", "H", "H", "H", "H", "H"], "positions_angstrom": [[0.18, -0.31, 0.00], [-2.43, -1.30, -3.60], [-1.83, -0.25, -2.69], [-2.86, 0.69, -2.04], [-0.92, -0.75, -1.77], [-3.00, -2.11, -3.13], [-1.61, -1.76, -4.16], [-3.17, -0.81, -4.23], [-1.34, 0.42, -3.42], [-3.55, 1.08, -2.79], [-2.29, 1.49, -1.56], [-3.46, 0.25, -1.24], [-1.45, 3.66, 1.65], [-1.48, 2.12, 1.77], [-2.84, 1.51, 1.84], [-0.80, 1.52, 0.71], [-2.07, 4.07, 2.46], [-1.85, 3.99, 0.70], [-0.44, 4.05, 1.82], [-0.92, 1.94, 2.71], [-3.44, 1.91, 2.69], [-2.92, 0.44, 1.99], [-3.48, 1.81, 1.01], [1.83, 0.97, -3.29], [2.43, 1.21, -1.93], [1.96, 0.63, -0.96], [3.46, 2.08, -1.80], [4.06, 2.46, -0.54], [1.70, -0.10, -3.41], [2.47, 1.36, -4.08], [0.88, 1.49, -3.36], [3.94, 2.37, -2.64], [3.73, 1.83, 0.28], [3.80, 3.47, -0.25], [5.14, 2.37, -0.61], [3.35, -0.27, 3.23], [2.28, 0.42, 2.48], [1.56, -0.23, 1.72], [2.04, 1.73, 2.63], [2.54, 2.64, 3.65], [3.08, -0.23, 4.29], [4.36, 0.13, 3.11], [3.49, -1.29, 2.91], [1.09, 1.89, 2.28], [2.10, 3.63, 3.54], [3.62, 2.76, 3.55], [2.23, 2.23, 4.61], [-2.82, -2.81, 2.37], [-2.18, -2.12, 1.20], [-1.03, -1.72, 1.34], [-2.84, -2.00, 0.04], [-4.20, -2.41, -0.24], [-3.15, -2.06, 3.09], [-2.17, -3.55, 2.83], [-3.66, -3.42, 2.02], [-2.30, -1.61, -0.73], [-4.86, -2.08, 0.56], [-4.30, -3.50, -0.22], [-4.60, -2.17, -1.22], [1.36, -2.24, -0.27], [2.01, -2.79, -1.15], [3.06, -3.56, -0.83], [1.53, -2.81, -2.59], [3.15, -3.76, 0.15], [3.57, -4.07, -1.53], [1.45, -3.83, -2.99], [2.25, -2.35, -3.27], [0.55, -2.37, -2.73]], "lowdin_spin": [0.7802, 0.0048, 0.0062, 0.0005, 0.0747, 0.0000, 0.0000, 0.0009, -0.0003, -0.0001, -0.0001, 0.0000, 0.0071, 0.0077, -0.0009, 0.0901, 0.0013, 0.0000, 0.0000, 0.0001, -0.0002, -0.0001, -0.0001, -0.0001, -0.0003, -0.0008, -0.0002, 0.0000, 0.0000, 0.0000, 0.0000, 0.0000, 0.0000, 0.0000, 0.0000, 0.0010, 0.0021, 0.0193, -0.0008, -0.0001, 0.0000, 0.0002, 0.0001, -0.0003, 0.0000, 0.0000, 0.0000, -0.0001, -0.0008, -0.0029, -0.0006, 0.0000, 0.0000, 0.0000, 0.0000, -0.0006, 0.0000, 0.0000, 0.0000, 0.0110, 0.0013, 0.0007, 0.0001, 0.0000, 0.0001, 0.0001, 0.0000, 0.0001], "gap_ev": [7.5, 7.0], "multiplicity": 2, "lumo_energy_ev": [0.50, 0.20], "de_lowest_kj_mol": 84.8}


# 2
{"formula": "C17H40IN4O", "method": "wB97M-V/def2-TZVPD", "elements": ["C", "C", "O", "C", "C", "N", "C", "C", "C", "N", "C", "C", "I", "C", "C", "N", "H", "H", "H", "H", "H", "H", "H", "H", "H", "H", "H", "H", "H", "H", "H", "H", "H", "H", "H", "H", "H", "H", "H", "H", "H", "C", "C", "N", "C", "C", "C", "C", "H", "H", "H", "H", "H", "H", "H", "H", "H", "H", "H", "H", "H", "H", "H"], "positions_angstrom": [[4.30, -5.16, 1.84], [4.07, -5.83, 0.50], [3.65, -4.94, -0.53], [2.47, -4.26, -0.40], [1.29, -5.16, -0.03], [0.16, -4.27, 0.46], [0.12, -2.90, -0.16], [-1.21, -2.22, 0.19], [-1.78, -2.35, 1.61], [-3.23, -2.10, 1.56], [1.47, -2.16, 0.16], [1.32, -1.02, 1.17], [3.13, -0.67, 2.31], [0.91, 0.31, 0.51], [-0.08, 1.10, 1.35], [2.53, -3.11, 0.51], [4.70, -4.15, 1.70], [5.00, -5.74, 2.44], [3.38, -5.09, 2.43], [4.99, -6.27, 0.13], [3.37, -6.67, 0.61], [2.26, -3.85, -1.39], [0.93, -5.73, -0.88], [1.50, -5.86, 0.78], [-0.73, -4.75, 0.33], [0.27, -4.15, 1.47], [0.10, -3.09, -1.23], [-1.13, -1.16, -0.06], [-1.98, -2.62, -0.47], [-1.59, -3.33, 2.04], [-1.33, -1.61, 2.27], [-3.50, -1.43, 2.26], [-3.75, -2.94, 1.75], [1.78, -1.71, -0.79], [0.62, -1.28, 1.95], [0.48, 0.09, -0.48], [1.80, 0.91, 0.34], [0.38, 1.31, 2.32], [-0.34, 2.04, 0.88], [-0.99, 0.52, 1.53], [2.40, -3.43, 1.47], [0.55, 5.09, -2.47], [-0.84, 4.52, -2.25], [-1.36, 4.77, -0.92], [-2.53, 3.98, -0.60], [-3.82, 4.22, -1.40], [-1.39, 6.16, -0.51], [-2.17, 7.15, -1.39], [1.24, 4.75, -1.70], [0.93, 4.78, -3.44], [0.55, 6.18, -2.46], [-0.79, 3.43, -2.38], [-1.50, 4.89, -3.05], [-2.75, 4.12, 0.46], [-2.25, 2.93, -0.72], [-4.30, 5.16, -1.13], [-4.53, 3.42, -1.21], [-3.63, 4.24, -2.48], [-0.36, 6.51, -0.44], [-1.78, 6.19, 0.51], [-1.96, 7.01, -2.45], [-1.90, 8.17, -1.13], [-3.25, 7.06, -1.25]], "lowdin_charge": [-0.0618, -0.2301, -0.0559, -0.3700, -0.0198, 0.0980, -0.1857, -0.1240, -0.2681, 0.0187, -0.3283, -0.6667, 0.9246, -0.3247, -0.0834, 0.0016, 0.0814, 0.0880, 0.0672, 0.1298, 0.1099, 0.1642, 0.1493, 0.1292, 0.1850, 0.1676, 0.1562, 0.1066, 0.1237, 0.1030, 0.0961, 0.0759, 0.0736, 0.1536, 0.0465, 0.1029, 0.0840, 0.0784, 0.0726, 0.0617, 0.0647, -0.0892, -0.2790, -0.2055, -0.2666, -0.0812, -0.2446, -0.0775, 0.0767, 0.0735, 0.0668, 0.1113, 0.1034, 0.1108, 0.0949, 0.0587, 0.0703, 0.0680, 0.1015, 0.1142, 0.0673, 0.0743, 0.0562], "gap_ev": 6.6, "multiplicity": 1, "charge": 1, "lumo_energy_ev": -3.21}